Entry 1:
C17H36NO11S2 | ωB97M-V/def2-TZVPD

The geometry in XYZ format:
```
67
Properties=species:S:1:pos:R:3:forces:R:3
C 2.90490 -1.49737 -0.91879 -0.005 0.116 0.259
O 2.81809 -0.29147 -1.63437 0.148 0.499 -0.249
C 2.29327 -0.46197 -2.95206 -0.106 -0.928 0.293
C 0.84012 -0.05669 -3.02736 -0.149 0.583 -0.020
C 0.62329 1.42743 -3.31217 -0.004 -0.074 0.407
C -0.80729 1.81442 -3.70413 0.597 -0.193 -0.236
C -1.90724 1.02167 -2.99987 -0.716 0.718 -0.085
C -3.09291 1.90791 -2.53318 0.959 0.203 -0.039
C -3.09391 2.12286 -1.01427 -0.669 -0.337 -0.007
C -4.02355 1.21364 -0.14978 0.187 0.216 -0.329
C -4.75947 0.07750 -0.84993 0.176 0.029 0.609
C -3.86741 -1.09969 -1.23885 -0.651 -0.006 -0.241
S -4.51202 -1.85010 -2.73081 -0.088 0.306 -0.522
O -5.77963 -2.43031 -2.33026 -0.113 -0.489 0.343
O -4.67672 -0.81390 -3.71906 0.582 0.599 -0.292
N -3.42405 -2.90269 -3.25860 -1.213 -0.353 0.394
S -3.72882 -4.36769 -2.65942 1.053 0.173 -0.062
O -3.43680 -4.41855 -1.24947 -0.362 -0.039 0.678
O -3.06110 -5.35435 -3.45673 0.270 -0.421 -0.635
H 3.01605 -1.26535 0.13419 0.074 0.190 0.203
H 2.00042 -2.09274 -1.01657 -0.163 -0.209 -0.142
H 3.77843 -2.07962 -1.21235 0.050 -0.189 -0.208
H 2.92623 0.04173 -3.67730 0.112 0.371 0.036
H 2.34645 -1.52281 -3.18759 0.144 -0.250 -0.177
H 0.28353 -0.66670 -3.73188 0.051 -0.158 -0.305
H 0.41686 -0.26896 -2.05259 -0.154 -0.285 0.199
H 0.90060 1.97349 -2.41201 0.073 0.121 0.226
H 1.33302 1.75676 -4.06532 0.063 0.083 -0.336
H -0.90345 2.88194 -3.53869 -0.176 0.280 0.161
H -0.89758 1.68868 -4.77913 -0.160 -0.082 -0.272
H -1.50623 0.56588 -2.10903 0.191 -0.426 0.150
H -2.28772 0.26538 -3.67457 0.044 -0.427 0.090
H -2.91151 2.88125 -2.97754 -0.188 0.313 -0.172
H -4.03317 1.56578 -2.93778 -0.280 -0.283 0.091
H -2.07713 2.02119 -0.65146 0.333 0.048 0.030
H -3.37226 3.15459 -0.82739 -0.083 0.224 0.177
H -4.77442 1.84756 0.30879 -0.207 0.175 0.137
H -3.44756 0.80680 0.67691 0.123 -0.134 0.194
H -5.49345 -0.30606 -0.15038 -0.239 -0.065 0.172
H -5.34301 0.45076 -1.67607 0.011 0.101 -0.475
H -3.96021 -1.87496 -0.49224 0.250 -0.335 0.162
H -2.82629 -0.84966 -1.35938 0.281 0.097 -0.249
H -5.04675 -4.59289 -2.82594 -0.021 0.254 0.102
C 4.59556 0.10068 3.93398 -0.195 0.176 0.049
O 5.06057 -0.98980 3.13244 0.008 -0.017 -0.012
C 6.27125 -1.43630 3.45459 -0.062 0.008 -0.036
O 6.97579 -1.00939 4.33331 -0.005 -0.026 -0.030
O 6.57366 -2.44425 2.63299 -0.007 0.003 0.000
C 7.85614 -3.02631 2.86422 0.123 -0.126 -0.050
H 3.60742 0.36204 3.56729 0.003 -0.110 -0.091
H 4.52103 -0.19390 4.97851 0.107 0.003 0.018
H 5.25289 0.96151 3.83124 0.087 -0.047 0.061
H 7.91389 -3.44504 3.86713 0.024 0.089 0.046
H 8.64477 -2.29037 2.71949 -0.007 0.040 0.095
H 7.96940 -3.82296 2.13481 -0.123 0.027 -0.051
C -0.75089 3.34528 6.17688 -0.044 0.084 0.151
O -1.16870 2.89687 4.88802 0.005 0.004 -0.003
C -0.23053 2.23561 4.20652 -0.043 -0.059 -0.133
O 0.88853 2.00612 4.59086 -0.001 0.038 0.069
O -0.74116 1.87431 3.03391 0.010 0.024 0.046
C 0.16867 1.15094 2.19777 0.068 -0.125 -0.266
H -1.60084 3.86053 6.61481 -0.075 -0.025 -0.110
H -0.47674 2.50200 6.80793 0.096 -0.007 -0.036
H 0.08511 4.03702 6.09185 0.072 -0.074 -0.005
H 0.47665 0.22425 2.67784 0.051 0.042 0.060
H 1.03825 1.76028 1.95973 0.045 -0.008 0.095
H -0.36036 0.91814 1.27831 -0.161 0.073 0.072
```
Forces are in eV/Å.

Calculated values
- Gap between HOMO and LUMO: 7.90 eV
- E_HOMO: -5.8 eV
- Total charge: -1



Entry 2:
C17H36O5 | ωB97M-V/def2-TZVPD

The geometry in XYZ format:
```
58
Properties=species:S:1:pos:R:3:forces:R:3
C -3.88907 4.75213 2.73001 0.017 -0.653 -0.664
C -3.68763 3.89351 1.71926 0.063 0.352 0.394
C -3.96897 2.41943 1.78970 -1.493 0.215 -0.160
O -3.28204 1.64922 0.79563 0.354 0.395 -0.259
C -1.96580 1.93889 0.63146 1.294 1.140 -0.992
O -1.53412 2.73486 -0.18735 -1.005 -1.471 1.448
O -1.15235 1.21740 1.45455 -0.635 0.146 -0.357
C -0.70825 0.00478 0.79912 0.296 0.003 -0.185
C 0.54891 0.20697 -0.03676 0.276 -0.574 -0.007
C 0.53216 -0.58337 -1.34615 0.219 0.706 -0.373
C -0.22221 0.13329 -2.48941 0.076 -0.673 -0.062
C -1.42104 -0.67214 -3.01218 0.549 0.339 -0.394
C -2.48855 0.15433 -3.72021 -0.610 -0.548 0.655
C -3.34389 0.96099 -2.71120 -0.119 -0.039 -0.820
C -3.45859 2.47325 -2.94472 0.363 0.042 0.727
C -2.20506 3.18557 -3.43022 -0.326 0.341 -0.333
H -4.70040 4.59298 3.42837 0.664 -0.415 0.853
H -3.22184 5.59204 2.84541 -0.755 0.818 -0.466
H -3.32503 4.26998 0.77113 1.056 -0.214 0.194
H -5.02860 2.23776 1.60417 -0.042 -0.234 -0.148
H -3.76607 2.02039 2.77779 0.320 0.010 0.131
H -0.52426 -0.70444 1.59801 -0.063 -0.069 0.144
H -1.50297 -0.40343 0.17255 -0.259 0.120 0.052
H 0.71507 1.25523 -0.26270 -0.177 0.197 0.043
H 1.41625 -0.12721 0.53096 0.069 0.078 0.215
H 1.56920 -0.68678 -1.65298 0.144 -0.240 0.046
H 0.14176 -1.59360 -1.22307 -0.029 -0.114 0.184
H 0.47818 0.21277 -3.31898 0.013 0.292 -0.154
H -0.48213 1.15145 -2.21174 -0.227 0.053 0.174
H -1.02295 -1.39639 -3.72482 -0.004 -0.223 0.019
H -1.84786 -1.26100 -2.20041 -0.313 0.060 0.091
H -3.15168 -0.56657 -4.19778 -0.062 0.022 -0.271
H -2.07477 0.76075 -4.51879 0.212 0.153 0.007
H -4.35681 0.56518 -2.77070 -0.128 -0.081 0.192
H -3.00430 0.72701 -1.70594 0.177 0.234 0.176
H -4.30169 2.70951 -3.58958 -0.017 -0.104 -0.293
H -3.70409 2.91502 -1.97774 -0.170 0.064 0.073
H -1.89509 2.85703 -4.41868 0.157 -0.176 -0.058
H -2.43482 4.24439 -3.54556 0.049 0.151 0.080
H -1.37605 3.11048 -2.73587 0.092 -0.144 0.098
C 3.27373 -4.37190 1.07896 -0.251 -0.028 0.082
C 2.57222 -3.49664 0.05708 0.401 -0.173 -0.107
O 3.43544 -2.44988 -0.38911 -0.294 0.151 0.048
H 3.59698 -3.77397 1.92817 -0.044 -0.080 -0.048
H 2.61233 -5.16663 1.43194 0.014 -0.029 -0.057
H 4.16804 -4.82831 0.64877 -0.032 -0.046 -0.023
H 1.69231 -3.02311 0.49213 0.024 0.105 -0.046
H 2.25014 -4.08725 -0.80800 -0.133 -0.016 0.064
H 4.20646 -2.86727 -0.78178 0.111 0.029 0.020
C 5.49312 -2.51328 4.94438 -0.055 -0.048 -0.032
C 6.25310 -2.77419 3.65663 -0.147 0.298 0.006
O 5.40959 -2.64596 2.51382 0.250 -0.076 0.173
H 4.65518 -3.20488 5.03710 0.030 -0.042 0.012
H 6.14144 -2.62930 5.81403 -0.003 0.023 0.003
H 5.08301 -1.50074 4.95185 0.067 0.029 0.031
H 6.64486 -3.79006 3.64325 -0.008 -0.013 -0.088
H 7.09502 -2.08001 3.56444 0.082 -0.088 0.066
H 5.06445 -1.74824 2.50177 -0.038 0.044 -0.104
```
Forces are in eV/Å.

Calculated values
- ΔE to the lowest compared entry with this formula, charge and spin: 0.00 kcal per mole
- Gap between HOMO and LUMO: 10.03 eV
- E_HOMO: -9.3 eV
- SMILES: C=CCOC(=O)OCCCCCCCCC.CCO.CCO